No. 1
Density functional theory data (wB97M-V/def2-TZVPD) for a cluster of 2 separate species, C28H41N4O5 in total.

Summary:
- relative energy (zero: lowest compared OMol25 entry of this formula, charge and spin) (kcal/mol) = 6.6
- net charge = -1
- HOMO energy (eV) = -3.9
- E_LUMO (eV) = 1.8280
- total energy (Ha) = -1686.72277

Atoms and positions in Å:
H  -2.945  -3.406  1.369
H  5.242  0.095  2.133
H  3.429  -0.522  3.013
H  1.027  1.294  1.340
H  3.491  0.950  -1.679
H  2.853  0.135  4.542
N  -4.130  0.675  -0.243
H  -1.450  -3.948  -0.615
C  -6.102  -0.113  -1.453
H  1.564  1.278  -4.004
H  -0.248  2.532  1.196
C  5.266  0.396  -0.515
H  5.460  2.414  0.217
H  -7.939  -0.848  -2.340
H  4.635  -0.099  -2.505
C  -3.578  1.465  0.752
H  3.856  1.753  0.443
C  -7.387  -0.552  1.005
H  1.634  -2.255  2.388
C  -0.522  -0.175  -2.303
C  0.481  1.928  0.644
H  -3.855  -3.269  -0.160
O  -4.139  1.937  1.743
H  -5.613  0.311  1.903
O  -1.481  -0.990  -2.336
H  -3.501  0.520  -1.037
N  -2.220  1.760  0.581
C  1.063  -1.367  2.059
H  -5.619  0.112  -2.408
H  2.623  1.806  2.028
H  1.235  2.550  0.131
H  3.909  -2.070  -1.363
H  -1.911  -2.390  -1.331
H  0.113  2.183  -4.527
H  -1.134  -0.918  -4.799
C  5.338  1.176  1.952
C  -6.101  0.000  0.982
C  -7.399  -0.642  -1.415
C  -5.433  0.185  -0.244
H  0.923  -0.761  4.057
C  0.327  0.157  -1.143
O  -0.747  -2.235  0.345
H  0.647  2.247  -2.812
H  -9.017  -1.362  -0.157
C  -3.036  -2.846  0.427
H  4.972  1.759  4.007
C  3.296  -1.163  -1.242
C  0.487  -2.124  -0.255
C  1.359  -1.216  0.566
H  5.569  -0.528  -0.005
C  -1.773  -2.926  -0.386
H  -0.002  -1.624  2.103
O  3.632  -1.380  1.082
C  4.538  1.955  3.017
C  -8.025  -0.902  -0.188
H  -2.282  0.277  -4.181
C  0.561  1.614  -3.705
N  -0.319  0.482  -3.480
C  -0.290  1.075  -0.290
H  -1.037  0.784  -5.387
N  -1.648  1.097  -0.365
C  -1.247  0.141  -4.528
H  2.468  -1.279  -1.942
C  2.767  -1.240  0.193
H  6.139  0.754  -1.084
H  2.512  2.311  3.693
H  6.406  1.423  2.065
C  2.706  0.182  3.447
H  1.405  0.192  -1.251
H  -7.879  -0.716  1.964
H  0.588  0.558  2.977
C  4.141  0.073  -1.540
C  1.273  -0.286  3.129
O  0.767  -2.716  -1.286
C  4.924  1.492  0.507
H  4.640  3.033  2.826
C  3.037  1.614  3.022
H  -3.295  -1.805  0.653



No. 2
Density functional theory data (wB97M-V/def2-TZVPD) for the molecule C2H9N3O.

Summary:
- relative energy (zero: lowest compared OMol25 entry of this formula, charge and spin) (kcal/mol) = 40.8
- HOMO energy (eV) = -9.3
- SMILES string = NC[C@@H](O)NN
- E_LUMO (eV) = 0.9342
- total energy (Ha) = -321.06665

Atoms and positions in Å:
N  2.258  -0.281  0.006
H  2.973  -0.931  -0.298
C  -0.136  0.159  0.237
H  -2.531  0.498  1.115
H  0.848  -0.780  -1.423
H  0.735  -1.801  0.031
H  2.346  -0.157  1.009
H  -1.599  -1.104  -0.450
H  -0.226  0.019  1.334
O  0.193  1.505  0.084
H  0.515  1.637  -0.815
N  -2.514  0.569  0.092
N  -1.393  -0.109  -0.452
C  0.939  -0.778  -0.332
H  -2.407  1.554  -0.138